--- 1 ---
ORCA calculation (ωB97M-V/def2-TZVPD) on 2 unconnected molecules or ions with the total composition CH3NO4.

Last column: natural (NBO) charge in e.
Positions of all 9 atoms, in Å:
O1 -0.7770 -0.2776 0.8327  -0.604
C1 -0.5471 0.6812 0.1821  0.669
O2 0.6066 1.0609 -0.2244  -0.656
H1 -1.2898 1.5645 -0.1092  0.113
H2 1.2815 0.4404 0.0149  0.486
O3 0.5696 -1.9804 -2.4735  -0.239
N1 0.2423 -1.7062 -1.3776  0.354
O4 1.2001 -2.0690 -0.3319  -0.594
H3 0.8677 -1.5722 0.3579  0.471

## Properties
Highest occupied orbital energy ... -0.3932 Ha
Total charge ... 0
Structure (SMILES) ... O=CO.O=NO
HOMO-LUMO gap ... 10.57 eV
LUMO ... -0.1312 eV

--- 2 ---
ORCA calculation (ωB97M-V/def2-TZVPD) on 2 unconnected molecules or ions with the total composition CH3NO4.

Last column: natural (NBO) charge in e.
Positions of all 9 atoms, in Å:
C1 -0.5241 0.6772 0.6102  -0.511
N1 0.0907 1.9466 0.6597  0.132
O1 1.3144 -1.2252 -0.9472  -0.163
O2 -0.5808 2.9353 0.7234  -0.291
O3 1.2365 -2.5271 -1.1696  0.283
O4 0.1994 -2.9380 -1.8208  -0.116
H1 -0.0595 0.2717 1.5262  0.233
H2 -1.5558 0.7270 0.5764  0.197
H3 -0.1208 0.1325 -0.1584  0.236

## Properties
Highest occupied orbital energy (spin up / spin down) ... -0.3267 / -0.3267 Ha
Total charge ... 0
HOMO-LUMO gap (spin up / spin down) ... 5.36 / 5.36 eV
LUMO (spin up / spin down) ... -3.5258 / -3.5262 eV

Which is the most stable structure? 1 is the most stable.

--- 1 ---
ORCA calculation (ωB97M-V/def2-TZVPD) on C6H10O in the gas phase.

Last column: natural (NBO) charge in e.
Positions of all 17 atoms, in Å:
O1 0.7103 0.9396 2.6832  -0.527
C1 0.0810 1.6808 1.9663  0.450
C2 -0.7211 1.2493 0.7642  -0.518
C3 -0.6334 -0.2491 0.4607  -0.411
C4 -0.4594 -0.5229 -1.0160  -0.224
C5 0.8824 -0.2601 -1.6408  -0.431
C6 0.3872 -1.6716 -1.4771  -0.414
H1 0.0756 2.7757 2.1560  0.104
H2 -1.7534 1.5925 0.9195  0.232
H3 -0.3474 1.8413 -0.0843  0.233
H4 -1.5206 -0.7685 0.8420  0.213
H5 0.2203 -0.6605 1.0127  0.228
H6 -1.3243 -0.2858 -1.6348  0.210
H7 0.9193 0.1641 -2.6403  0.215
H8 1.6847 0.0728 -0.9850  0.212
H9 0.0872 -2.2177 -2.3666  0.215
H10 0.8594 -2.2847 -0.7134  0.214

## Properties
Highest occupied orbital energy ... -0.3605 Ha
Total charge ... 0
Structure (SMILES) ... O=CCCC1CC1
HOMO-LUMO gap ... 10.88 eV
LUMO ... 1.0748 eV

--- 2 ---
ORCA calculation (ωB97M-V/def2-TZVPD) on C6H10O in the gas phase.

Last column: natural (NBO) charge in e.
Positions of all 17 atoms, in Å:
C1 -0.7913 -2.3402 -0.2998  -0.637
C2 -0.1201 -0.9942 -0.0494  0.018
C3 0.7288 -0.9039 1.1393  -0.675
C4 -0.4679 0.0960 -0.8305  -0.243
C5 -0.3769 1.4260 -0.2057  -0.311
C6 0.2427 2.3995 -0.7886  0.140
O1 0.4279 3.5645 -0.0592  -0.706
H1 -0.0826 -3.0623 -0.7300  0.211
H2 -1.2000 -2.8080 0.7181  0.217
H3 -1.5419 -2.2996 -1.0886  0.219
H4 1.3016 -1.7725 1.5272  0.237
H5 0.2396 -0.3146 1.9801  0.223
H6 1.5570 -0.1455 0.7912  0.223
H7 -0.9039 0.0512 -1.8513  0.215
H8 -0.6965 1.4455 0.8500  0.209
H9 0.7777 2.4285 -1.7901  0.187
H10 0.9057 3.2294 0.6872  0.474

## Properties
Highest occupied orbital energy ... -0.3003 Ha
Total charge ... 0
Structure (SMILES) ... CC(C)=C/C=C/O
HOMO-LUMO gap ... 9.09 eV
LUMO ... 0.9136 eV

Which is the most stable structure? 1 is the most stable.

--- 1 ---
ORCA calculation (ωB97M-V/def2-TZVPD) on 2 unconnected molecules or ions with the total composition C6H10O.

Last column: natural (NBO) charge in e.
Positions of all 17 atoms, in Å:
C1 1.8359 -0.4659 -0.5009  -0.594
C2 0.6501 -0.0574 0.3692  -0.336
C3 0.1519 1.3801 0.1365  -0.450
C4 -1.1327 1.1989 -0.6351  -0.081
C5 -1.5239 -0.0760 -0.7143  -0.335
C6 -0.4902 -0.9530 -0.1247  0.587
O1 -0.4699 -2.1658 -0.1216  -0.568
H1 1.5823 -0.2954 -1.5544  0.205
H2 2.7471 0.0862 -0.2616  0.210
H3 2.0060 -1.5385 -0.3692  0.233
H4 0.8696 -0.2511 1.4262  0.233
H5 0.8778 1.9970 -0.4069  0.220
H6 -0.0580 1.9095 1.0765  0.228
H7 -1.6628 2.0376 -1.0777  0.214
H8 -2.4238 -0.4682 -1.1725  0.232
H9 -1.5582 -0.8222 2.0726  -0.030
H10 -1.4011 -1.5158 1.8577  0.032

## Properties
Highest occupied orbital energy ... -0.3473 Ha
Total charge ... 0
Structure (SMILES) ... C[C@H]1CC=CC1=O.[H][H]
HOMO-LUMO gap ... 10.11 eV
LUMO ... 0.6606 eV

--- 2 ---
ORCA calculation (ωB97M-V/def2-TZVPD) on C6H10O in the gas phase.

Last column: natural (NBO) charge in e.
Positions of all 17 atoms, in Å:
C1 -0.9805 2.2829 0.6444  -0.221
C2 -0.7304 1.1350 0.3771  -0.052
C3 -0.4592 -0.2960 0.1067  0.169
C4 -1.5460 -0.8631 -0.8131  -0.608
O1 -0.4307 -1.0100 1.3414  -0.706
C5 0.9313 -0.4979 -0.5152  -0.393
C6 2.0414 0.2775 0.1858  -0.615
H1 -1.1929 3.3031 0.8803  0.238
H2 -2.5300 -0.7944 -0.3371  0.212
H3 -1.5829 -0.3101 -1.7577  0.217
H4 -1.3295 -1.9158 -1.0222  0.219
H5 -1.1955 -0.7294 1.8607  0.473
H6 1.1229 -1.5763 -0.4555  0.217
H7 0.8872 -0.2313 -1.5780  0.206
H8 3.0252 -0.1007 -0.1083  0.212
H9 1.9453 0.1783 1.2718  0.220
H10 1.9972 1.3423 -0.0654  0.210

## Properties
Highest occupied orbital energy ... -0.3725 Ha
Total charge ... 0
Structure (SMILES) ... C#C[C@](C)(O)CC
HOMO-LUMO gap ... 11.11 eV
LUMO ... 0.9708 eV

Which is the most stable structure? 1 is the most stable.

--- 1 ---
ORCA calculation (ωB97M-V/def2-TZVPD) on 2 unconnected molecules or ions with the total composition C6H10O.

Last column: natural (NBO) charge in e.
Positions of all 17 atoms, in Å:
C1 1.8617 -0.7745 0.8417  -0.434
C2 1.2270 -0.5454 -0.2773  -0.055
C3 0.5224 -0.2461 -1.3429  0.241
C4 -0.5502 -1.1109 -1.9305  -0.644
O1 0.6752 0.9287 -2.0434  -0.681
H1 1.4426 -0.4383 1.7921  0.213
H2 2.8146 -1.3012 0.8763  0.208
H3 -0.3049 -1.3801 -2.9638  0.226
H4 -0.6774 -2.0221 -1.3419  0.228
H5 -1.4970 -0.5585 -1.9460  0.222
H6 1.3641 1.4487 -1.6077  0.484
C5 -0.9299 1.1000 2.2783  -0.408
C6 -1.3639 0.9037 1.0383  -0.376
H7 -0.3239 1.9627 2.5429  0.193
H8 -1.1645 0.4064 3.0819  0.194
H9 -1.1293 1.5891 0.2273  0.197
H10 -1.9666 0.0377 0.7746  0.193

## Properties
Highest occupied orbital energy ... -0.3158 Ha
Total charge ... 0
Structure (SMILES) ... C=C=C(C)O.C=C
HOMO-LUMO gap ... 9.48 eV
LUMO ... 0.8822 eV

--- 2 ---
ORCA calculation (ωB97M-V/def2-TZVPD) on C6H10O in the gas phase.

Last column: natural (NBO) charge in e.
Positions of all 17 atoms, in Å:
C1 -2.2350 0.8329 -0.5636  -0.374
C2 -1.6389 -0.2439 -0.1066  -0.200
C3 -0.3105 -0.4388 0.3109  0.172
O1 0.0110 -1.8607 0.2978  -0.702
C4 0.3360 0.2302 1.4731  -0.412
C5 0.8464 0.5119 0.0647  -0.225
C6 2.0485 -0.1031 -0.5981  -0.629
H1 -3.1224 0.8321 -1.0714  0.197
H2 -1.6026 1.7471 -0.8349  0.180
H3 -2.2845 -1.0782 -0.0117  0.204
H4 -0.4490 -2.2358 -0.4694  0.470
H5 1.0246 -0.3086 1.9755  0.216
H6 -0.0622 1.1137 2.1026  0.225
H7 0.6123 1.5916 -0.1796  0.214
H8 1.7908 -1.1475 -0.6540  0.241
H9 2.9718 0.2362 -0.0748  0.214
H10 2.0635 0.3210 -1.6604  0.210

## Properties
Highest occupied orbital energy ... -0.3363 Ha
Total charge ... 0
Structure (SMILES) ... C=C[C@]1(O)C[C@H]1C
HOMO-LUMO gap ... 10.08 eV
LUMO ... 0.9276 eV

Which is the most stable structure? 1 is the most stable.